Record 1
Computed, not measured: a molecular structure, C5H10O2, with ωB97M-V with the def2-TZVPD basis set.

The geometry in XYZ format:
```
17
Properties=species:S:1:pos:R:3
C -2.09 -0.60 0.51
C -1.15 0.20 -0.38
O -1.29 1.54 0.05
C 0.25 -0.37 -0.32
C 1.49 0.45 -0.67
C 2.10 -0.25 0.54
O 0.77 -0.53 1.01
H -3.12 -0.24 0.44
H -2.08 -1.65 0.22
H -1.77 -0.51 1.55
H -1.41 0.09 -1.44
H -0.45 1.98 -0.08
H 0.19 -1.33 -0.87
H 1.91 0.41 -1.69
H 1.29 1.45 -0.27
H 2.65 0.32 1.31
H 2.68 -1.14 0.28
```

Properties
Orbital gap in eV: 10.8
Energy relative to the best compared isomer or geometry (same formula, charge and spin) in kcal/mol: 54.68
DFT total energy in eV: -9440.672
E_LUMO in eV: 0.977
HOMO energy in eV: -9.820

Atom charges from the Löwdin analysis, given in e for atoms 1 to 4:
1 C -0.037
2 C -0.405
3 O -0.012
4 C -0.312


Record 2
Computed, not measured: a molecular structure, C5H10O2, with ωB97M-V with the def2-TZVPD basis set.

The geometry in XYZ format:
```
17
Properties=species:S:1:pos:R:3
C -1.54 2.19 -0.38
O -1.78 0.93 0.19
C 0.85 -0.27 0.10
C 0.59 -0.87 1.47
O 1.24 -2.11 1.08
C 1.59 -1.54 -0.18
C 0.36 -1.22 -0.97
H -1.98 2.93 0.29
H -0.47 2.41 -0.48
H -2.00 2.30 -1.37
H 1.11 0.76 -0.12
H -0.45 -1.01 1.78
H 1.17 -0.38 2.25
H 2.58 -1.73 -0.58
H 0.52 -0.87 -1.98
H -0.53 -1.82 -0.80
H -1.25 0.28 -0.31
```

Properties
Orbital gap in eV: 10.5
Energy relative to the best compared isomer or geometry (same formula, charge and spin) in kcal/mol: 88.41
DFT total energy in eV: -9439.209
E_LUMO in eV: 0.944
HOMO energy in eV: -9.536

Atom charges from the Löwdin analysis, given in e for atoms 1 to 4:
1 C -0.168
2 O -0.126
3 C -0.211
4 C -0.129


Record 3
Computed, not measured: 2 unconnected molecules or ions with the total composition C5H10O2, with ωB97M-V with the def2-TZVPD basis set.

The geometry in XYZ format:
```
17
Properties=species:S:1:pos:R:3
C 0.43 -1.93 -1.80
C -0.25 -1.47 -0.50
C -0.05 0.00 -0.48
O -0.94 0.75 -0.86
C -0.24 1.00 2.03
C 0.18 2.19 1.55
O -0.19 2.81 0.42
H 0.29 -3.00 -1.95
H 0.00 -1.39 -2.66
H 1.51 -1.72 -1.77
H -1.33 -1.65 -0.54
H 0.18 -1.97 0.37
H 0.97 0.38 -0.27
H -0.61 2.15 -0.19
H 0.25 0.59 2.90
H -1.13 0.49 1.66
H 0.92 2.76 2.10
```

Properties
Orbital gap in eV: 9.4
Energy relative to the best compared isomer or geometry (same formula, charge and spin) in kcal/mol: 52.92
DFT total energy in eV: -9440.748
E_LUMO in eV: 0.711
HOMO energy in eV: -8.730
SMILES: CCC=O.C=CO

Atom charges from the Löwdin analysis, given in e for atoms 1 to 4:
1 C -0.093
2 C -0.202
3 C -0.297
4 O 0.023


Record 4
Computed, not measured: a single C5H10O2 molecule, with ωB97M-V with the def2-TZVPD basis set.

The geometry in XYZ format:
```
17
Properties=species:S:1:pos:R:3
C -1.21 -1.19 1.45
O -1.28 -0.66 0.14
C -0.18 -1.03 -0.68
C 0.92 0.01 -0.77
C 0.64 1.39 -1.32
C 1.01 1.23 0.12
O 0.11 1.51 1.14
H -1.16 -2.28 1.43
H -2.12 -0.88 1.96
H -0.34 -0.79 1.99
H 0.24 -1.98 -0.33
H -0.59 -1.21 -1.69
H 1.88 -0.42 -1.06
H 1.34 1.84 -2.03
H -0.41 1.63 -1.52
H 2.01 1.54 0.42
H -0.74 1.14 0.85
```

Properties
Orbital gap in eV: 10.3
Energy relative to the best compared isomer or geometry (same formula, charge and spin) in kcal/mol: 62.06
DFT total energy in eV: -9440.352
E_LUMO in eV: 1.028
HOMO energy in eV: -9.294
SMILES: COC[C@H]1C[C@H]1O

Atom charges from the Löwdin analysis, given in e for atoms 1 to 4:
1 C -0.105
2 O -0.211
3 C -0.183
4 C -0.200


Record 5
Computed, not measured: a single C5H10O2 molecule, with ωB97M-V with the def2-TZVPD basis set.

The geometry in XYZ format:
```
17
Properties=species:S:1:pos:R:3
C -2.07 -0.50 0.59
C -1.14 0.21 -0.39
O -1.12 1.61 -0.13
C 0.22 -0.47 -0.38
C 1.48 0.30 -0.82
C 2.03 -0.11 0.55
O 0.75 -0.63 0.95
H -3.03 0.03 0.65
H -2.26 -1.53 0.27
H -1.62 -0.52 1.59
H -1.54 0.12 -1.41
H -0.30 1.85 0.31
H 0.11 -1.44 -0.88
H 2.01 -0.09 -1.70
H 1.32 1.37 -0.95
H 2.36 0.69 1.22
H 2.80 -0.89 0.52
```

Properties
Orbital gap in eV: 10.8
Energy relative to the best compared isomer or geometry (same formula, charge and spin) in kcal/mol: 49.19
DFT total energy in eV: -9440.910
E_LUMO in eV: 0.942
HOMO energy in eV: -9.840
SMILES: C[C@@H](O)[C@H]1CCO1

Atom charges from the Löwdin analysis, given in e for atoms 1 to 4:
1 C -0.039
2 C -0.389
3 O -0.024
4 C -0.287


Record 6
Computed, not measured: 2 unconnected molecules or ions with the total composition C5H10O2, with ωB97M-V with the def2-TZVPD basis set.

The geometry in XYZ format:
```
17
Properties=species:S:1:pos:R:3
O -0.90 0.47 -3.15
C -0.20 0.70 -1.95
C -0.33 -0.58 -1.14
C 1.26 0.63 0.81
C 0.89 -0.41 1.55
C -0.42 -0.52 2.24
O -1.40 -0.87 -0.64
H -1.76 0.12 -2.90
H -0.62 1.55 -1.40
H 0.82 0.92 -2.22
H 0.52 -1.28 -1.18
H 0.63 1.51 0.72
H 2.22 0.67 0.29
H -0.27 -0.26 3.28
H 1.56 -1.26 1.64
H -1.18 0.15 1.82
H -0.82 -1.54 2.22
```

Properties
Orbital gap in eV: 10.6
Energy relative to the best compared isomer or geometry (same formula, charge and spin) in kcal/mol: 60.69
DFT total energy in eV: -9440.411
E_LUMO in eV: 0.829
HOMO energy in eV: -9.735
SMILES: O=CCO.C=CC

Atom charges from the Löwdin analysis, given in e for atoms 1 to 4:
1 O -0.047
2 C -0.247
3 C -0.271
4 C -0.042


- energy relative to the best compared isomer or geometry (same formula, charge and spin) of number 1 (C5H10O2)?
  54.68 kcal/mol


- Which of these has the lowest orbital gap?
  number 3